CHNO2S | wB97M-V/def2-TZVPD

Results
* gap between HOMO and LUMO (spin up / spin down): 7.78 / 7.78 eV
* total energy: -642.06829 a.u.
* LUMO (spin up / spin down): -0.062 / -0.062 hartree
* relative energy (zero: lowest compared OMol25 entry of this formula, charge and spin): 14.00 kcal/mol
* SMILES string: N=C=O.O=S

```
6
Properties=species:S:1:pos:R:3:forces:R:3:mulliken_charge:R:1
C 0.601132 -0.850823 0.008083 0.224 -0.402 -0.196 0.578
O -0.238950 -1.643642 0.068178 -1.041 -0.438 0.227 -0.418
S -2.592112 0.743950 -0.100196 -0.415 -0.145 -0.078 0.299
H 1.869104 0.717910 -0.020033 -0.157 0.360 0.110 0.295
O -1.245400 1.264244 0.187845 0.372 0.204 0.083 -0.320
N 1.606228 -0.231640 -0.143876 1.017 0.420 -0.146 -0.434
```
Positions in Å, forces in eV/Å.


H12O6 | wB97M-V/def2-TZVPD

Results
* gap between HOMO and LUMO: 11.20 eV
* total energy: -458.59067 a.u.
* LUMO: -0.005 hartree
* relative energy (zero: lowest compared OMol25 entry of this formula, charge and spin): 51.33 kcal/mol
* SMILES string: O.O.O.O.O.O

```
18
Properties=species:S:1:pos:R:3:forces:R:3:mulliken_charge:R:1
H -1.338720 -0.650787 2.645270 -0.127 -0.172 -0.020 0.286
H -0.620766 -0.923324 -0.522228 -0.061 -0.200 -0.135 0.279
O 0.387948 3.278383 -1.374072 -0.732 0.309 -0.971 -0.570
O 0.810461 2.251763 0.689673 0.195 -0.776 0.937 -0.588
H 2.155738 -0.914483 2.470008 0.083 -0.127 0.028 0.320
H 1.289714 1.572894 1.177979 -0.114 0.059 0.032 0.227
H -0.741037 -2.335291 -3.926491 0.036 0.019 0.097 0.302
O 2.915674 -0.767761 1.895589 -0.262 0.195 -0.005 -0.621
H 2.828552 0.152271 1.621836 0.258 -0.126 -0.011 0.324
O -2.012531 -1.303460 2.866599 0.035 0.109 0.062 -0.626
H -0.044046 2.500330 -1.003931 0.421 0.271 -0.305 0.293
H -0.371317 -2.414265 -0.364395 -0.088 0.062 -0.070 0.313
O -0.698411 -1.671374 -3.229076 -0.030 0.059 -0.182 -0.595
H -2.152467 -1.784531 2.043204 0.129 0.062 -0.090 0.330
O -0.979156 -1.713557 -0.102613 0.110 0.132 0.282 -0.590
H -0.248479 3.618204 -2.013192 0.118 0.111 -0.121 0.306
H -0.112850 1.984767 0.761785 -0.006 0.070 0.419 0.306
H -1.068307 -0.879778 -3.635945 0.037 -0.059 0.051 0.304
```
Positions in Å, forces in eV/Å.


C4H5NO2 | wB97M-V/def2-TZVPD

Results
* gap between HOMO and LUMO: 10.62 eV
* total energy: -360.48375 a.u.
* LUMO: 0.025 hartree
* relative energy (zero: lowest compared OMol25 entry of this formula, charge and spin): 116.51 kcal/mol
* SMILES string: OCc1ccon1

```
12
Properties=species:S:1:pos:R:3:forces:R:3:mulliken_charge:R:1
H 1.637929 -1.522084 0.498647 -2.060 -0.806 1.456 0.242
H 3.123143 -0.043582 0.740675 -0.547 0.606 -1.465 0.361
H -1.901420 -1.053962 -0.708378 0.107 0.101 0.078 0.204
C 1.030113 -0.573243 0.549248 1.223 -1.380 -0.893 -0.251
C -1.590863 -0.327660 0.059393 0.241 -0.308 0.055 -0.396
O -2.417982 0.811391 0.037405 0.106 0.115 -0.219 -0.520
H -1.727731 -0.808384 1.033074 0.037 0.077 -0.153 0.282
C -0.125207 0.012516 -0.106177 0.218 0.077 -0.461 0.651
N 0.238827 1.006468 -0.869392 -0.062 -0.615 0.815 -0.330
H -2.105652 1.373809 -0.684064 -0.097 0.014 0.108 0.339
C 2.144394 0.042704 0.211524 -1.053 3.795 -1.696 -0.316
O 1.541209 1.234153 -0.849571 1.887 -1.674 2.374 -0.266
```
Positions in Å, forces in eV/Å.


C4H10N3O | wB97M-V/def2-TZVPD

Results
* gap between HOMO and LUMO: 9.45 eV
* total energy: -397.55780 a.u.
* LUMO: -0.190 hartree
* net charge: +1
* relative energy (zero: lowest compared OMol25 entry of this formula, charge and spin): 76.22 kcal/mol
* SMILES string: N[C@H]1CCCN1[NH+]=O

```
18
Properties=species:S:1:pos:R:3:forces:R:3:mulliken_charge:R:1
H -0.010569 -2.540776 0.601619 -0.348 -1.165 0.461 0.346
C -0.998299 -1.020187 -0.660918 2.343 -1.128 -2.064 -0.633
C 0.014263 0.605835 0.568443 0.205 1.664 0.990 0.005
H 1.898705 0.015190 2.179111 0.726 0.465 -0.923 0.317
H 1.558433 2.069627 0.083380 -1.704 -1.248 1.415 0.234
H 0.567598 2.438443 1.398343 -0.197 -0.133 -0.006 0.258
H -1.705458 -1.057588 0.094764 -2.071 0.080 0.978 0.341
N 1.838907 -0.722107 1.434022 -1.983 0.568 2.038 0.165
H -1.326478 -1.529966 -1.595906 0.175 0.422 0.860 0.359
H 1.007692 -2.020525 -0.713976 -0.175 0.081 0.004 0.326
N 0.927776 1.664311 0.860054 1.298 1.267 -0.831 -0.619
C 0.217236 -1.712455 -0.016170 0.459 -0.507 -1.090 -0.473
O 2.513978 -1.683656 1.464504 1.893 -1.674 -0.209 -0.463
C -0.477474 0.409167 -0.828422 -1.171 -2.007 1.795 -0.670
H -1.322495 0.990412 -1.025715 -0.767 1.571 -0.632 0.331
H -0.877312 0.598373 1.225658 0.641 0.460 0.025 0.386
H 0.337328 0.470978 -1.466701 1.206 0.300 -1.757 0.390
N 0.715397 -0.684739 0.846025 -0.530 0.985 -1.054 0.400
```
Positions in Å, forces in eV/Å.